A:
{
  "formula": "C3H5BrSi",
  "method": "ωB97M-V/def2-TZVPD",
  "species": ["C", "C", "C", "Si", "Br", "H", "H", "H", "H", "H"],
  "coordinates": [[-0.438, 1.283, 0.829], [0.618, 0.745, 0.637], [-2.681, -0.665, -1.441], [1.983, -0.469, 0.157], [-3.620, 0.251, -0.221], [-1.668, -0.741, -1.094], [-1.314, 1.756, 0.993], [1.809, -0.693, -1.241], [2.033, -1.672, 1.006], [3.278, 0.206, 0.374]],
  "homo_energy_ev": -9.009,
  "gap_ev": 7.977,
  "total_charge": 0
}

=====

B:
{
  "formula": "C3H5BrSi",
  "method": "ωB97M-V/def2-TZVPD",
  "species": ["C", "C", "C", "Si", "Br", "H", "H", "H", "H", "H"],
  "coordinates": [[-1.893, 1.502, 0.540], [-1.071, 0.615, 0.708], [-0.115, -0.419, 0.637], [0.906, -0.811, -1.238], [1.662, 0.433, 1.917], [-2.715, 2.168, 0.707], [-0.350, -1.238, 1.299], [2.262, -0.869, -0.640], [0.773, 0.540, -1.788], [0.542, -1.920, -2.144]],
  "homo_energy_ev": -9.656,
  "gap_ev": 8.814,
  "total_charge": 0
}

=====

Most stable to least stable: B, A

=====

A:
{
  "formula": "C2H4N2S2",
  "method": "ωB97M-V/def2-TZVPD",
  "species": ["C", "C", "H", "H", "H", "H", "N", "N", "S", "S"],
  "coordinates": [[0.481, 0.158, -1.121], [0.011, -0.073, 0.241], [2.346, 0.367, -0.510], [2.287, 0.895, -2.142], [-0.352, -0.241, -3.024], [-1.609, -0.127, 1.763], [1.869, 0.239, -1.394], [-0.605, -0.034, -1.954], [-1.808, 0.170, 0.536], [0.903, -0.348, 1.503]],
  "homo_energy_ev": -9.008,
  "gap_ev": 8.042,
  "total_charge": 0
}

=====

B:
{
  "formula": "C2H4N2S2",
  "method": "ωB97M-V/def2-TZVPD",
  "species": ["C", "C", "N", "N", "S", "S", "H", "H", "H", "H"],
  "coordinates": [[0.008, -2.145, -0.060], [0.688, 0.152, 0.559], [-0.875, -1.261, -0.322], [-0.600, -0.024, 0.096], [-1.666, 1.151, 0.096], [1.442, -1.389, 0.633], [-0.064, -3.186, -0.210], [0.158, 3.250, -1.021], [-0.017, 2.490, -1.012], [0.925, 0.963, 1.241]],
  "homo_energy_ev": [-7.814, -7.812],
  "gap_ev": [7.297, 7.292],
  "total_charge": 0
}

=====

Most stable to least stable: A, B

=====

A:
{
  "formula": "C2H4N2S2",
  "method": "ωB97M-V/def2-TZVPD",
  "species": ["C", "C", "N", "N", "S", "S", "H", "H", "H", "H"],
  "coordinates": [[0.647, 0.715, 0.362], [0.754, -0.719, 0.268], [1.366, 1.693, 0.391], [-2.003, -0.129, -0.225], [-1.901, 1.289, 0.541], [-1.149, -1.478, 0.369], [1.164, -0.975, -0.678], [1.434, -1.084, 1.058], [1.079, 2.651, 0.308], [-1.859, -0.074, -1.166]],
  "homo_energy_ev": -7.817,
  "gap_ev": 7.287,
  "total_charge": 0
}

=====

B:
{
  "formula": "C2H4N2S2",
  "method": "ωB97M-V/def2-TZVPD",
  "species": ["C", "C", "H", "H", "H", "H", "N", "N", "S", "S"],
  "coordinates": [[-0.955, -0.094, -0.272], [1.265, 1.018, 0.332], [-2.442, -1.379, -0.102], [-0.103, -2.039, -0.321], [1.945, 1.818, -0.051], [1.100, 1.071, 1.353], [-2.225, -0.418, -0.077], [0.018, -0.971, -0.029], [1.684, -0.530, -0.403], [-0.286, 1.524, -0.430]],
  "homo_energy_ev": -8.639,
  "gap_ev": 8.879,
  "total_charge": 0
}

=====

Most stable to least stable: B, A

=====

A:
{
  "formula": "C2H4N2S2",
  "method": "ωB97M-V/def2-TZVPD",
  "species": ["C", "C", "H", "H", "H", "H", "N", "N", "S", "S"],
  "coordinates": [[-1.160, -0.282, -0.023], [0.260, 0.207, -0.081], [-3.287, 0.366, -0.105], [-2.314, 1.788, -0.340], [-2.313, -1.843, -0.509], [0.616, -2.094, 0.144], [-2.197, 0.708, 0.387], [-1.365, -1.566, -0.227], [1.484, -1.132, 0.109], [0.868, 1.647, -0.089]],
  "homo_energy_ev": -9.020,
  "gap_ev": 7.966,
  "total_charge": 0
}

=====

B:
{
  "formula": "C2H4N2S2",
  "method": "ωB97M-V/def2-TZVPD",
  "species": ["C", "C", "N", "N", "S", "S", "H", "H", "H", "H"],
  "coordinates": [[0.789, -1.866, -0.581], [0.490, 1.662, -0.463], [0.315, -2.071, 0.439], [-0.350, 0.531, -0.203], [-0.906, 0.390, 1.351], [-1.078, 1.720, -1.291], [0.854, -1.496, -1.612], [-1.726, -0.527, 0.923], [0.623, 2.300, 0.437], [1.327, 1.623, -1.028]],
  "homo_energy_ev": -8.684,
  "gap_ev": 9.136,
  "total_charge": 0
}

=====

C:
{
  "formula": "C2H4N2S2",
  "method": "ωB97M-V/def2-TZVPD",
  "species": ["C", "C", "H", "H", "H", "H", "N", "N", "S", "S"],
  "coordinates": [[-1.216, -0.774, 0.007], [1.251, -0.735, 0.083], [-0.952, 1.627, -0.041], [0.620, 1.890, -0.477], [-1.100, -1.860, -0.097], [1.083, -1.784, 0.411], [0.088, 1.396, 0.256], [0.038, -0.006, 0.238], [-2.467, 0.133, -0.182], [2.654, 0.113, -0.198]],
  "homo_energy_ev": -8.849,
  "gap_ev": 8.021,
  "total_charge": 0
}

=====

Most stable to least stable: C, A, B